This record from the OMol25 dataset describes C24H46Cl8CsFMgN4O13PS2 as an isolated structure in a non-equilibrium geometry. The level of theory is ωB97M-V/def2-TZVPD.

Summary:
orbital gap	0.037	Eh
total charge	-1
LUMO energy	-0.0864	Eh
HOMO energy	-3.36	eV
energy	-198049.9267	eV

Geometry as XYZ:
```
101
Properties=species:S:1:pos:R:3:mulliken_charge:R:1
C -3.290 -2.536 0.446 -0.20
C -4.175 -1.672 1.361 -0.80
P -3.954 0.148 1.508 -0.05
C -4.227 0.799 -0.176 -0.78
N -2.232 0.540 1.802 0.24
C -1.363 -0.571 2.201 -1.09
N -0.589 -0.954 1.023 -0.33
S -2.052 1.844 2.773 1.06
O -3.177 2.686 2.647 -0.53
O -0.782 2.416 2.544 -0.54
F -2.059 1.276 4.226 -0.24
H -2.404 -2.819 1.006 0.13
H -3.832 -3.449 0.206 0.40
H -2.990 -2.099 -0.497 -0.28
H -4.143 -2.095 2.363 0.47
H -5.212 -1.772 1.044 0.49
H -3.916 1.837 -0.185 0.33
H -5.268 0.655 -0.441 0.38
H -3.617 0.226 -0.872 0.08
H -1.872 -1.403 2.681 0.53
H -0.672 -0.179 2.950 0.74
H 0.195 -0.322 0.929 0.25
H -0.234 -1.908 1.024 -0.03
Mg 0.846 -2.820 2.706 -0.09
C -2.545 -2.210 -4.167 0.27
Cl -1.182 -2.695 -5.155 -0.02
Cl -3.558 -3.620 -3.821 -0.13
Cl -1.955 -1.541 -2.629 -0.10
Cl -3.501 -0.996 -5.011 -0.10
C -0.693 -4.103 -9.145 0.12
Cl -1.846 -4.881 -8.102 -0.10
Cl 0.529 -3.208 -8.210 -0.17
Cl 0.103 -5.287 -10.204 -0.18
H -1.239 -3.400 -9.768 0.22
C -0.673 7.377 5.927 -2.11
C -1.406 6.485 6.714 1.36
C -1.809 5.180 5.983 0.47
O -2.393 4.279 6.585 -0.74
C -1.486 5.063 4.592 -0.29
C -0.752 5.990 3.811 0.50
C -0.268 7.234 4.579 -0.08
O 0.448 8.110 4.073 -0.81
O -0.470 5.899 2.611 -0.71
O -1.740 6.658 7.906 -0.85
H -0.355 8.288 6.366 1.39
H -1.856 4.156 4.130 0.05
C 3.016 -9.207 3.079 -1.42
C 2.437 -9.192 1.674 0.27
C 1.748 -7.887 1.288 -0.64
O 0.499 -7.787 1.936 -0.47
C 0.527 -7.053 3.174 -0.56
N 1.367 -10.251 1.581 -0.28
H 2.242 -9.236 3.846 0.37
H 3.648 -10.087 3.223 0.47
H 3.627 -8.325 3.253 0.20
H 3.215 -9.444 0.955 0.36
H 1.536 -7.903 0.215 0.41
H 2.391 -7.027 1.477 0.41
H 1.342 -6.331 3.191 0.23
H 0.620 -7.734 4.022 0.24
H -0.418 -6.523 3.269 0.27
H 1.638 -11.132 2.014 0.34
H 1.091 -10.427 0.614 0.36
H 0.535 -9.869 2.055 0.36
Cl -3.686 -4.083 -10.122 -0.88
Cs -0.319 9.650 7.671 0.95
C 2.027 0.612 -9.281 -1.24
C 0.587 0.278 -9.608 0.74
O 0.204 -0.866 -9.732 -0.56
N -0.282 1.321 -9.757 -0.18
C -0.014 2.740 -9.643 -0.84
H 2.581 -0.317 -9.194 0.25
H 2.473 1.214 -10.073 0.35
H 2.092 1.149 -8.334 0.37
H -1.222 1.027 -9.972 0.25
H -0.633 3.172 -8.855 0.28
H -0.258 3.238 -10.584 0.28
H 1.029 2.923 -9.409 0.31
O 6.355 -8.240 6.448 -0.42
C 5.154 -8.024 6.346 0.00
C 4.997 -6.684 5.019 -0.30
O 3.796 -6.433 4.898 -0.42
H 4.603 -7.545 7.176 0.29
H 4.489 -8.806 5.922 0.12
H 5.536 -7.137 4.162 0.26
H 5.670 -5.896 5.398 0.38
O 2.425 9.460 0.450 -0.66
S 1.051 9.613 0.073 1.22
O 0.677 9.475 -1.305 -0.64
O 0.559 11.056 0.580 -0.27
C 1.364 12.187 0.224 -0.39
C 1.147 12.625 -1.212 -0.99
C 0.015 8.637 1.084 -0.91
H 2.416 11.971 0.417 0.34
H 1.066 12.986 0.903 0.27
H 1.522 11.879 -1.911 0.30
H 1.668 13.565 -1.402 0.39
H 0.085 12.758 -1.416 0.26
H 0.274 8.797 2.130 0.27
H 0.175 7.593 0.823 0.44
H -1.018 8.915 0.890 0.37
```

This record from the OMol25 dataset describes one molecule with the formula C8H13F4O in a non-equilibrium geometry. The level of theory is ωB97M-V/def2-TZVPD.

Summary:
spin multiplicity	2
orbital gap (spin up / spin down)	0.306 / 0.434	Eh
total charge	0
LUMO energy (spin up / spin down)	0.0287 / 0.0216	Eh
HOMO energy (spin up / spin down)	-7.54 / -11.21	eV
energy	-21422.2748	eV

Geometry as XYZ:
```
26
Properties=species:S:1:pos:R:3:mulliken_spin:R:1
H -0.998 -1.813 1.308 0.04
C -0.080 -1.453 0.811 0.02
C -0.122 -0.137 1.350 0.77
F 0.995 0.436 1.781 0.04
F -1.271 0.346 1.810 0.04
H 0.879 -1.778 1.272 0.02
C -2.690 -5.457 -1.218 0.00
C -1.442 -5.107 -2.028 0.00
C -0.348 -6.137 -1.853 0.00
C -1.777 -5.014 -3.505 0.00
O -1.109 -3.763 -1.434 -0.01
C 0.030 -3.023 -1.437 0.00
C -0.188 -1.664 -0.692 0.09
F 1.150 -3.702 -0.975 0.00
F 0.302 -2.664 -2.787 0.00
H -3.465 -4.691 -1.427 0.00
H -3.123 -6.444 -1.449 0.00
H -2.433 -5.446 -0.140 0.00
H 0.491 -5.920 -2.533 0.00
H -0.016 -6.194 -0.805 0.00
H -0.698 -7.151 -2.129 0.00
H -0.865 -4.834 -4.098 0.00
H -2.198 -5.972 -3.867 0.00
H -2.516 -4.221 -3.701 0.00
H 0.587 -1.032 -1.199 -0.01
H -1.195 -1.403 -1.037 0.00
```

This record from the OMol25 dataset describes C31H17BrCsF5IN3O2SSe as an isolated structure. The level of theory is ωB97M-V/def2-TZVPD.

Summary:
orbital gap	0.191	Eh
total charge	-2
energy relative to the best compared isomer or geometry (same formula, charge and spin)	0.0	kJ/mol
LUMO energy	0.1230	Eh
HOMO energy	-1.84	eV
energy	-209446.1447	eV

Geometry as XYZ:
```
63
Properties=species:S:1:pos:R:3:mulliken_charge:R:1
Cs 0.417 -0.324 -0.423 1.05
O 2.310 -0.160 1.529 -0.43
N 2.609 -0.678 2.626 -0.65
N 1.576 -0.983 3.353 0.94
O 0.333 -0.744 3.002 -0.76
C 1.827 -1.535 4.639 -0.02
C 3.022 -2.189 4.925 -0.40
C 3.221 -2.709 6.193 -0.41
C 2.239 -2.594 7.170 -0.44
C 1.046 -1.956 6.864 -0.41
C 0.831 -1.428 5.599 -0.21
H 3.769 -2.289 4.153 0.46
H 4.148 -3.225 6.410 0.34
H 2.399 -3.014 8.155 0.35
H 0.269 -1.871 7.614 0.33
H -0.095 -0.942 5.329 0.47
S -3.010 3.296 -3.591 -0.39
C -3.387 3.757 -1.970 0.98
C -4.178 4.803 -1.502 -0.56
C -4.338 4.946 -0.135 -0.58
C -3.726 4.054 0.752 -0.58
C -2.939 3.020 0.285 -0.32
C -2.754 2.872 -1.090 -0.61
N -1.991 1.874 -1.681 -0.31
C -2.043 1.943 -2.973 0.02
C -1.377 1.038 -3.945 0.88
C -1.823 1.086 -5.275 -0.61
C -1.238 0.274 -6.228 -0.61
C -0.213 -0.583 -5.832 -0.48
C 0.196 -0.610 -4.505 -0.63
C -0.351 0.194 -3.482 -0.18
H -4.660 5.485 -2.190 0.39
H -4.946 5.755 0.253 0.37
H -3.861 4.176 1.819 0.43
H -2.466 2.322 0.963 0.56
H -2.642 1.735 -5.575 0.20
H -1.581 0.296 -7.256 0.35
H 0.256 -1.236 -6.562 0.33
H 0.993 -1.313 -4.260 0.32
Br -2.176 3.818 5.124 -0.21
C -1.373 4.622 3.596 0.33
C -1.643 5.971 3.391 -0.50
C -1.118 6.615 2.285 -0.44
C -0.321 5.908 1.394 -0.66
C -0.059 4.568 1.619 -0.27
C -0.581 3.893 2.724 -0.10
I -0.144 1.831 2.900 0.13
H -2.271 6.501 4.094 0.38
H -1.337 7.662 2.119 0.37
H 0.086 6.393 0.516 0.38
H 0.549 4.016 0.914 0.42
F 3.031 -7.562 -6.372 -0.33
C 2.877 -7.302 -5.058 0.51
C 1.637 -6.974 -4.542 0.01
F 0.575 -6.923 -5.367 -0.32
C 1.495 -6.708 -3.192 0.73
F 0.252 -6.408 -2.784 -0.30
C 2.552 -6.754 -2.279 -0.94
Se 2.332 -6.413 -0.425 -0.49
C 3.781 -7.090 -2.850 0.75
F 4.888 -7.176 -2.091 -0.30
C 3.954 -7.357 -4.195 0.00
F 5.171 -7.676 -4.681 -0.32
```

This record from the OMol25 dataset describes a 2-piece molecular cluster, C5H11O4 overall in a non-equilibrium geometry. The level of theory is ωB97M-V/def2-TZVPD.

Summary:
spin multiplicity	2
orbital gap (spin up / spin down)	0.299 / 0.334	Eh
total charge	0
energy relative to the best compared isomer or geometry (same formula, charge and spin)	211.8	kJ/mol
LUMO energy (spin up / spin down)	0.0267 / -0.0111	Eh
HOMO energy (spin up / spin down)	-7.41 / -9.39	eV
energy	-13547.9733	eV

Geometry as XYZ:
```
20
Properties=species:S:1:pos:R:3:mulliken_spin:R:1
H 2.682 2.373 -1.599 0.00
O 1.912 1.792 -1.466 0.01
H 2.590 -0.625 0.319 0.01
C 1.567 -0.383 0.622 0.64
H 2.259 1.100 -0.859 0.00
C 0.513 -1.195 0.141 -0.12
C -0.707 -0.769 -0.301 0.20
C -1.814 -1.722 -0.594 -0.01
C -0.951 0.705 -0.483 0.02
H -0.022 1.190 -0.832 -0.01
H -1.713 0.832 -1.265 0.00
O -1.380 1.322 0.730 0.01
O 1.458 0.558 1.539 0.03
O 0.735 0.020 2.727 0.15
H 0.094 0.752 2.844 -0.01
H 0.805 -2.229 -0.026 0.03
H -2.737 -1.183 -0.843 0.00
H -1.569 -2.376 -1.444 0.02
H -2.008 -2.380 0.267 0.02
H -1.712 2.218 0.523 0.00
```

This record from the OMol25 dataset describes a 5-piece molecular cluster, C2H14O4S overall in a non-equilibrium geometry. The level of theory is ωB97M-V/def2-TZVPD.

Summary:
spin multiplicity	2
orbital gap (spin up / spin down)	0.387 / 0.202	Eh
total charge	+1
energy relative to the best compared isomer or geometry (same formula, charge and spin)	7.3	kJ/mol
LUMO energy (spin up / spin down)	-0.1280 / -0.3125	Eh
HOMO energy (spin up / spin down)	-14.00 / -14.00	eV
energy	-21317.4771	eV

Geometry as XYZ:
```
21
Properties=species:S:1:pos:R:3:mulliken_spin:R:1
C 0.499 -1.986 1.472 -0.04
S 1.423 -0.561 1.831 0.91
C 1.677 0.108 0.142 -0.04
H 0.724 -2.777 2.191 0.01
H 0.788 -2.397 0.502 0.02
H -0.576 -1.782 1.426 0.06
H 2.049 1.132 0.187 0.00
H 2.371 -0.491 -0.439 0.04
H 0.673 0.156 -0.265 0.03
H -2.460 0.983 -0.749 0.00
H -1.106 1.661 -1.118 0.00
O -1.959 1.802 -0.691 0.00
H -3.124 -1.610 0.871 0.00
H -3.615 -1.747 -0.543 0.00
O -2.925 -1.364 -0.024 0.00
H 1.236 4.195 -0.380 0.00
H 0.359 4.599 -1.493 0.00
O 1.278 4.621 -1.238 0.00
H -1.051 -1.908 -1.865 0.00
H -0.371 -3.027 -2.746 0.00
O -0.299 -2.128 -2.462 0.00
```

This record from the OMol25 dataset describes C42H48F5N2OSiTeTi as an isolated structure in a non-equilibrium geometry. The level of theory is ωB97M-V/def2-TZVPD.

Summary:
orbital gap (spin up / spin down)	0.142 / 0.142	Eh
total charge	-1
LUMO energy (spin up / spin down)	0.0469 / 0.0469	Eh
HOMO energy (spin up / spin down)	-2.58 / -2.58	eV
energy	-101242.8048	eV

Geometry as XYZ:
```
101
Properties=species:S:1:pos:R:3:mulliken_charge:R:1
Ti -1.037 -1.138 -0.023 -1.51
C -6.356 3.119 -1.126 -1.58
C -5.988 2.843 0.340 1.97
C -5.619 4.164 1.031 -1.58
C -7.217 2.256 1.036 -2.25
C -4.797 1.898 0.386 0.22
C -4.820 0.677 1.043 -0.63
C -3.720 -0.156 0.965 -0.83
N -2.618 0.162 0.297 0.62
C -2.541 1.362 -0.296 -0.01
C -3.614 2.231 -0.268 -0.33
C -1.265 1.641 -0.985 0.02
C -0.954 2.855 -1.564 -0.92
C 0.244 3.042 -2.249 0.69
C 1.078 1.940 -2.346 -0.94
C 0.716 0.759 -1.723 -0.80
N -0.403 0.616 -1.022 0.50
C 0.566 4.388 -2.885 2.03
C -0.413 4.623 -4.045 -1.57
C 0.415 5.504 -1.843 -1.65
C 1.995 4.432 -3.430 -2.08
H -7.233 3.767 -1.172 0.46
H -6.586 2.188 -1.647 0.37
H -5.543 3.612 -1.661 0.32
H -6.473 4.844 1.014 0.46
H -4.782 4.654 0.532 0.32
H -5.338 3.989 2.071 0.37
H -8.053 2.949 0.937 0.44
H -7.037 2.097 2.101 0.40
H -7.512 1.306 0.586 0.44
H -5.682 0.350 1.603 0.51
H -3.706 -1.126 1.446 0.60
H -3.529 3.173 -0.793 0.40
H -1.661 3.667 -1.473 0.48
H 2.013 1.969 -2.884 0.54
H 1.353 -0.112 -1.795 0.37
H -1.447 4.623 -3.696 0.34
H -0.312 3.837 -4.795 0.37
H -0.209 5.585 -4.521 0.44
H -0.605 5.569 -1.462 0.32
H 0.669 6.467 -2.289 0.46
H 1.080 5.329 -0.995 0.36
H 2.141 3.702 -4.228 0.38
H 2.723 4.234 -2.642 0.43
H 2.198 5.421 -3.842 0.44
F -1.168 -3.739 -3.421 -0.65
Te -0.903 -4.037 -1.391 1.30
F -1.309 -5.827 -2.098 -0.51
F -1.823 -1.418 -1.728 -0.47
F -1.942 -2.434 0.814 -0.47
F -1.135 -5.191 0.285 -0.63
O 0.515 -2.000 -0.427 3.07
C 1.307 0.960 4.589 -1.46
C 0.584 -0.364 4.315 2.32
C 1.545 -1.538 4.543 -1.47
C -0.630 -0.495 5.247 -1.81
C 0.105 -0.391 2.924 0.06
C -0.270 -0.428 1.768 -0.49
H 1.604 1.017 5.640 0.40
H 0.654 1.805 4.361 0.33
H 2.198 1.039 3.967 0.17
H 1.901 -1.543 5.577 0.46
H 2.405 -1.462 3.873 0.10
H 1.044 -2.486 4.341 0.34
H -0.316 -0.475 6.294 0.41
H -1.154 -1.431 5.051 0.37
H -1.330 0.325 5.071 0.34
C 4.870 -0.113 2.320 -0.56
C 5.088 -1.472 2.143 -0.78
C 4.228 -2.215 1.342 -0.48
C 3.130 -1.626 0.709 0.60
C 2.924 -0.259 0.912 0.04
C 3.784 0.493 1.702 -0.68
Si 2.016 -2.664 -0.426 -1.42
C 2.737 -2.487 -2.159 1.01
C 4.107 -2.271 -2.346 -0.39
C 4.632 -2.015 -3.605 -0.63
C 3.792 -1.972 -4.710 -0.51
C 2.430 -2.197 -4.549 -0.95
C 1.905 -2.448 -3.287 -0.35
C 2.075 -4.382 0.290 0.30
C 2.734 -5.447 -0.324 -0.62
C 2.794 -6.691 0.285 -0.69
C 2.196 -6.888 1.523 -0.59
C 1.537 -5.838 2.146 -0.62
C 1.481 -4.595 1.536 0.26
H 5.540 0.472 2.940 0.35
H 5.925 -1.953 2.636 0.39
H 4.403 -3.278 1.214 0.37
H 2.064 0.224 0.469 -0.03
H 3.600 1.553 1.842 0.38
H 4.769 -2.290 -1.486 0.32
H 5.695 -1.837 -3.723 0.40
H 4.197 -1.763 -5.693 0.37
H 1.768 -2.176 -5.406 0.47
H 0.836 -2.612 -3.188 0.22
H 3.198 -5.300 -1.295 0.33
H 3.301 -7.510 -0.213 0.38
H 2.237 -7.862 1.995 0.33
H 1.047 -5.995 3.099 0.37
H 0.954 -3.780 2.023 0.28
```